Entry 1:
DFT (ωB97M-V with the def2-TZVPD basis set) results for a cluster of 5 separate species, C29H65O3 in total.

Structure (XYZ):
```
97
Properties=species:S:1:pos:R:3:forces:R:3
O 0.685 -0.533 0.788 -0.02 0.01 0.05
O -3.094 -3.340 -0.211 0.24 0.22 -0.02
O -2.377 -1.745 -1.635 0.08 0.00 0.13
C -1.235 -7.592 -0.815 -0.11 0.08 0.01
C -0.161 -7.511 0.267 -0.01 -0.07 0.04
C 0.854 -6.384 0.082 0.02 0.06 0.02
C -2.379 -2.366 -0.544 -0.33 -0.32 -0.11
C -2.734 7.853 2.307 0.01 -0.07 0.05
C 5.109 -4.509 1.624 0.07 0.01 0.02
C -5.079 9.819 2.850 0.01 0.07 0.01
C 1.608 -6.420 -1.246 0.07 -0.04 0.03
C 5.675 -4.034 -1.403 -0.01 -0.01 -0.01
C -4.566 11.100 2.199 -0.05 -0.05 -0.02
C -2.753 8.881 3.437 0.01 0.02 -0.02
C -3.685 4.712 -2.059 -0.02 0.02 0.06
C -2.101 -6.337 -0.916 0.09 -0.19 -0.04
C -1.557 2.492 -1.598 -0.02 -0.07 -0.06
C 6.182 -3.571 1.079 -0.07 -0.03 0.02
C -3.122 5.852 -1.217 -0.02 0.03 -0.13
C 1.759 -0.760 -0.086 0.16 -0.21 0.05
C 6.886 -4.937 -1.631 0.02 0.03 -0.05
C -2.681 2.826 -0.619 0.03 0.03 0.06
C 2.434 -7.689 -1.441 -0.02 0.08 -0.07
C -0.604 -0.625 0.159 -0.14 -0.08 0.19
C 8.142 -4.178 -2.052 -0.01 -0.07 0.04
C -4.148 9.268 3.929 -0.01 -0.02 0.02
C -3.931 3.433 -1.259 -0.02 -0.02 -0.01
C 5.842 -2.996 -0.295 0.01 0.08 0.00
C -1.960 1.457 -2.645 0.03 0.03 0.00
C -1.388 -1.878 0.546 0.09 0.49 0.01
C -3.355 6.513 2.688 0.02 0.04 -0.07
C 1.937 -2.212 -0.522 0.22 0.13 -0.33
H 6.634 -5.665 -2.406 0.00 -0.02 0.01
H -3.010 4.507 -2.894 0.00 -0.03 0.00
H 6.611 -2.272 -0.579 0.01 -0.01 -0.01
H -2.185 8.485 4.285 0.01 -0.01 0.00
H -0.651 -7.374 1.237 -0.01 0.01 0.00
H 4.972 -5.383 0.984 -0.02 0.00 -0.01
H 0.363 -8.471 0.328 0.01 0.01 0.00
H -4.419 11.883 2.947 0.03 0.00 0.00
H 4.804 -4.657 -1.188 -0.04 -0.02 0.00
H -4.659 3.646 -0.468 -0.01 0.02 -0.01
H -2.990 6.754 -1.820 0.00 0.02 0.03
H -5.248 9.062 2.079 0.00 -0.02 0.01
H 2.269 -5.551 -1.292 0.01 0.04 -0.02
H -2.973 1.911 -0.097 0.01 -0.01 -0.02
H -0.510 -0.557 -0.925 0.04 -0.12 -0.06
H -4.410 6.614 2.948 0.00 -0.01 0.01
H 4.910 -2.428 -0.218 0.01 0.00 0.02
H 2.658 -0.441 0.450 -0.02 0.09 -0.04
H 4.147 -3.997 1.700 -0.02 -0.02 -0.02
H 8.463 -3.472 -1.284 0.00 0.01 0.00
H 1.668 -0.139 -0.986 -0.10 0.12 0.00
H 2.982 -7.658 -2.386 0.02 -0.01 0.01
H -2.218 9.778 3.111 -0.01 0.01 0.01
H -4.624 8.402 4.397 0.01 -0.01 0.00
H -1.530 -5.452 -1.195 -0.03 0.03 0.03
H -1.978 -1.657 1.437 -0.01 -0.18 0.07
H 5.373 -4.870 2.619 -0.02 0.00 0.00
H 2.385 -2.822 0.263 -0.22 -0.09 0.11
H -2.879 -6.465 -1.670 -0.02 0.04 0.01
H 1.003 -2.650 -0.868 -0.09 -0.03 0.10
H -2.592 -6.114 0.031 0.01 0.09 -0.01
H -3.243 8.255 1.426 0.01 0.01 -0.01
H 7.964 -3.615 -2.971 0.00 0.03 0.01
H 7.142 -4.095 1.042 0.02 0.01 -0.01
H 5.442 -3.510 -2.336 0.00 -0.01 -0.01
H 8.970 -4.864 -2.235 0.01 0.01 -0.01
H -2.837 6.073 3.543 -0.02 0.01 0.03
H -3.615 10.941 1.689 0.01 0.00 0.00
H -4.401 2.692 -1.909 0.01 -0.02 0.01
H -1.199 3.404 -2.088 -0.01 0.02 0.03
H 0.907 -6.310 -2.076 -0.02 0.02 0.01
H 6.316 -2.741 1.778 0.02 0.00 0.00
H -1.875 -8.452 -0.594 0.02 -0.02 -0.03
H -0.711 2.105 -1.025 0.02 0.01 0.01
H -4.043 10.017 4.721 -0.01 0.01 0.00
H -0.705 -2.681 0.822 0.03 -0.12 -0.09
H 1.579 -6.428 0.903 0.02 0.00 -0.02
H -3.800 6.095 -0.396 0.02 0.01 0.02
H 3.163 -7.808 -0.636 0.00 -0.02 0.03
H -2.287 0.520 -2.184 0.00 -0.02 -0.01
H -2.150 5.597 -0.791 -0.01 -0.01 0.02
H 2.623 -2.230 -1.376 0.04 -0.05 0.04
H -2.768 1.825 -3.284 0.01 0.01 -0.01
H -6.055 10.015 3.300 -0.01 -0.01 -0.01
H -5.276 11.474 1.460 0.01 0.02 0.00
H -1.697 7.689 2.005 0.00 0.01 -0.03
H -4.632 5.031 -2.505 0.01 0.01 -0.02
H -1.164 0.253 0.490 0.04 0.08 -0.06
H -2.297 3.504 0.151 -0.02 0.00 0.00
H -0.772 -7.801 -1.786 0.02 -0.03 0.00
H 0.349 -5.421 0.178 -0.03 0.01 -0.02
H 1.804 -8.580 -1.457 0.00 0.00 0.01
H -3.288 5.808 1.860 0.00 -0.04 0.03
H -1.115 1.217 -3.293 0.00 0.00 -0.02
H 7.097 -5.516 -0.728 -0.02 0.00 0.01
```
Positions in Å, forces in eV/Å.

Its largest force on an atom is 0.00975 Eh/bohr. The value obtained for the relative energy (zero: lowest compared OMol25 entry of this formula, charge and spin) is 0.0 kJ/mol. Its total charge is -1. The frontier orbital gap comes out at 6.76 eV.

***

Entry 2:
DFT (ωB97M-V with the def2-TZVPD basis set) results for a cluster of 21 separate species, C21H64BrFN5O26 in total in a non-equilibrium geometry.

Structure (XYZ):
```
118
Properties=species:S:1:pos:R:3:forces:R:3
Br 0.161 2.128 4.867 0.03 -0.24 -0.34
F -2.555 3.623 0.458 1.02 -0.60 0.27
O 4.424 -2.611 -0.901 -0.72 -0.72 -0.08
O 5.853 -0.756 2.465 0.44 -0.32 0.12
O -3.639 -2.695 7.023 -0.28 0.17 0.27
O -3.421 -2.281 -6.830 0.16 0.18 -0.03
O 7.233 -1.803 -2.341 0.20 0.05 0.00
O -0.083 -3.204 0.314 -0.18 0.41 0.52
O 0.991 9.230 -0.862 0.34 0.42 -0.07
O 5.851 -2.684 -4.800 -0.48 -0.01 -0.21
O -3.399 5.570 -1.700 0.00 -0.13 -0.02
O 0.160 -1.502 -1.130 0.91 0.39 1.71
O 2.475 -1.906 -0.572 -1.70 1.06 -1.33
O -4.872 -3.444 -0.067 -0.08 0.16 -0.17
O 4.095 -0.514 5.004 -0.95 -0.14 0.12
O -7.252 1.207 -2.844 0.11 -0.20 -0.08
O -4.898 0.461 0.105 0.24 -0.28 0.13
O -2.435 -5.609 5.886 0.14 -0.11 0.10
O -1.678 -2.952 5.068 0.39 0.15 -0.24
O -2.772 4.641 -4.563 -0.08 -0.13 0.00
O 2.716 -3.870 -4.904 0.06 0.03 0.17
O 0.121 -3.923 -6.163 -0.03 0.09 -0.34
O -0.365 6.941 -0.507 -0.45 -0.53 0.06
O -3.236 1.063 -6.441 0.13 -0.04 0.09
O -2.912 8.652 -1.552 0.24 -0.09 0.09
O 8.034 -1.358 -5.832 0.10 0.01 0.13
O -5.230 2.929 -4.950 -0.05 -0.13 -0.24
O 3.402 0.961 -1.122 -0.22 -0.20 -0.16
N 0.124 0.912 3.433 -0.20 -1.14 -1.50
N -4.632 -1.052 1.881 0.80 0.25 -0.80
N 1.955 -4.863 3.028 0.34 1.77 -0.60
N 1.823 -0.241 4.660 0.71 -0.84 -1.51
N 3.308 -2.886 -1.133 1.95 -0.07 0.18
C 3.271 -4.755 2.739 1.68 -0.02 -0.26
C 1.004 -1.215 2.463 -1.67 1.26 -0.68
C -0.754 1.114 2.384 -0.60 -0.61 -1.38
C 0.068 -0.998 1.334 0.00 1.14 1.01
C 1.899 -2.480 2.523 0.25 1.05 0.10
C 3.319 -2.325 2.220 -1.13 -3.54 1.12
C -0.821 0.156 1.265 1.40 -0.37 1.60
C -4.243 -0.396 0.624 0.77 -0.95 0.42
C 1.246 -3.718 2.910 1.71 1.00 -0.41
C -0.831 4.741 1.704 -0.11 0.00 -0.26
C 3.649 0.949 3.179 -0.93 0.66 0.41
C -1.724 2.327 2.307 -0.31 -0.54 -0.15
C 0.028 -2.029 0.180 0.31 -0.12 -0.65
C -1.806 0.310 0.069 -0.31 -0.11 -0.01
C 1.592 -1.466 5.467 -1.67 -1.35 0.37
C 1.493 -1.665 -1.633 -0.21 -0.59 -0.64
C -1.338 3.350 1.164 -0.02 0.76 0.86
C 3.211 -0.010 4.351 1.32 0.94 -0.68
C 0.980 -0.193 3.498 0.14 -0.66 -0.72
C 4.055 -3.597 2.359 -2.52 1.32 0.12
C -2.868 -0.887 -0.009 -0.36 0.89 -0.25
H -4.535 -3.221 -0.943 0.03 -0.12 0.05
H -2.889 -2.120 -7.617 -0.13 -0.04 -0.01
H -5.810 -3.616 -0.215 0.05 -0.05 0.10
H -1.893 2.840 3.280 0.36 -0.46 -0.77
H -2.958 5.190 -0.929 0.06 0.01 -0.10
H 3.347 1.168 -2.063 0.14 0.16 0.09
H -2.722 1.893 2.011 0.96 0.44 0.34
H -2.415 1.247 0.104 0.75 -0.71 0.08
H -7.690 0.440 -3.230 -0.04 0.12 0.00
H -3.095 5.102 -3.780 0.32 0.16 -0.13
H -0.826 -4.060 -6.280 0.02 -0.05 0.16
H 1.774 9.615 -1.272 -0.08 -0.02 -0.01
H -0.872 7.758 -0.430 0.20 0.07 -0.12
H 6.812 -0.653 2.438 -0.07 0.00 -0.14
H -5.167 2.473 -5.798 -0.03 0.00 0.06
H 0.705 9.900 -0.230 -0.04 -0.07 -0.05
H 6.423 -2.152 -1.960 0.05 -0.02 -0.05
H -0.795 4.798 2.824 0.13 -0.25 -1.02
H 4.900 -2.815 -4.918 0.01 -0.20 0.11
H -2.507 -1.816 0.490 -0.35 0.67 -0.51
H -3.805 -0.938 2.490 -0.46 -0.12 -0.06
H -3.099 -1.062 -1.095 0.37 0.00 1.02
H -3.966 -2.241 7.807 0.10 -0.02 -0.03
H 2.335 -2.282 5.288 -0.33 1.01 0.15
H -2.732 7.704 -1.495 -0.29 -0.01 -0.20
H 8.758 -1.918 -5.528 0.00 0.05 -0.12
H 3.574 0.011 -1.100 0.17 0.14 0.18
H 0.586 -1.890 5.132 1.22 0.54 0.54
H -1.953 -2.748 5.974 -0.29 -0.07 -0.17
H -4.425 -3.103 6.642 0.14 -0.08 -0.03
H -2.507 0.442 -6.328 -0.05 0.04 -0.03
H 7.261 -2.211 -3.217 -0.29 -0.06 0.08
H -1.511 -5.369 6.022 -0.07 0.05 -0.05
H -0.593 2.874 0.472 -0.91 0.55 0.34
H 5.150 -3.656 2.178 -1.07 -0.06 0.14
H 7.733 -0.909 -5.032 0.02 0.06 -0.09
H 3.850 -5.713 2.805 -0.69 0.90 0.03
H -2.319 -3.611 4.775 0.04 -0.03 0.16
H 3.341 0.577 2.171 0.31 0.26 0.80
H -3.554 4.186 -4.899 -0.15 0.03 0.06
H -3.844 4.816 -2.107 -0.15 0.03 0.26
H 1.941 -4.102 -5.437 -0.03 0.10 0.19
H 5.686 -1.186 3.315 0.00 0.16 0.04
H 0.433 -3.680 -7.044 -0.05 -0.01 0.05
H -2.977 1.827 -5.909 -0.03 -0.05 0.00
H -1.552 5.536 1.371 0.71 -0.85 0.23
H 3.194 1.977 3.282 0.23 -1.03 0.06
H 3.798 -1.372 1.929 -0.43 -0.90 0.18
H 6.167 -2.440 -5.680 0.28 0.02 0.15
H 0.200 7.092 -1.271 -0.02 0.20 0.14
H -6.787 0.850 -2.077 0.02 0.18 0.01
H 1.500 -2.559 -2.315 0.12 0.89 0.59
H -4.615 -2.059 1.650 -0.15 0.36 0.14
H -1.223 0.360 -0.888 -0.41 -0.15 1.04
H -2.562 -6.382 6.448 -0.10 0.04 -0.10
H 1.482 -1.275 6.565 0.43 0.19 -1.03
H 4.757 1.060 3.235 -1.16 -0.28 -0.10
H 2.603 -4.377 -4.093 0.10 -0.05 -0.11
H -3.983 -1.499 -6.763 0.00 -0.06 0.02
H 0.157 -3.713 3.129 0.94 -0.12 -0.13
H 1.768 -0.733 -2.179 -0.30 -0.73 0.56
H -2.979 8.826 -2.498 0.01 -0.01 0.09
H 0.154 5.008 1.246 -0.85 -0.19 0.56
H -6.005 2.534 -4.528 0.08 0.04 0.22
```
Positions in Å, forces in eV/Å.

Its largest force on an atom is 0.07550 Eh/bohr. Its total charge is +1. The frontier orbital gap comes out at 7.67 eV.

***

Question: Which of these has the highest largest force on an atom?
Answer: C21H64BrFN5O26

***

Question: What is the formula in the first record?
Answer: C29H65O3